# 1
{
  "formula": "C29H31N3O4Ru",
  "method": "the ωB97M-V functional and the def2-TZVPD basis",
  "symbols": ["Ru", "C", "C", "C", "C", "N", "C", "C", "C", "C", "C", "C", "N", "H", "H", "H", "H", "H", "H", "H", "H", "C", "C", "C", "C", "N", "C", "C", "C", "C", "C", "C", "C", "H", "H", "H", "H", "H", "H", "H", "H", "C", "C", "C", "O", "C", "O", "O", "H", "H", "H", "H", "H", "H", "H", "C", "C", "C", "O", "C", "H", "H", "H", "H", "H", "H", "H", "H"],
  "positions_angstrom": [[0.045, 0.192, -1.514], [-1.993, 4.033, -2.103], [-0.931, 4.826, -2.428], [0.353, 4.278, -2.571], [0.530, 2.932, -2.218], [-0.496, 2.079, -2.112], [-1.832, 2.547, -1.981], [1.751, 2.456, -1.527], [3.008, 3.103, -1.625], [3.941, 2.779, -0.664], [3.608, 1.891, 0.359], [2.433, 1.202, 0.315], [1.483, 1.444, -0.642], [-2.994, 4.422, -1.981], [-1.130, 5.883, -2.547], [1.205, 4.973, -2.807], [-2.475, 2.086, -2.796], [3.168, 3.807, -2.428], [4.907, 3.276, -0.671], [4.371, 1.615, 1.064], [2.181, 0.526, 1.159], [-0.889, -3.310, -3.638], [-1.960, -3.829, -2.918], [-2.583, -3.030, -1.967], [-2.032, -1.776, -1.678], [-0.834, -1.435, -2.244], [-0.252, -2.164, -3.224], [-2.609, -0.663, -0.945], [-3.956, -0.576, -0.733], [-4.529, 0.662, -0.390], [-3.784, 1.822, -0.431], [-2.340, 1.818, -0.644], [-1.705, 0.460, -0.795], [-0.445, -3.836, -4.485], [-2.352, -4.850, -3.032], [-3.376, -3.419, -1.375], [0.741, -1.879, -3.603], [-4.616, -1.429, -0.765], [-5.591, 0.767, -0.092], [-4.225, 2.799, -0.213], [-1.853, 2.376, 0.175], [3.254, -2.572, 1.268], [2.166, -2.567, 0.191], [1.943, -4.008, -0.354], [0.908, -2.065, 0.710], [2.682, -1.654, -1.045], [3.912, -1.732, -1.266], [1.856, -0.985, -1.704], [3.147, -3.370, 2.051], [3.275, -1.621, 1.826], [4.244, -2.768, 0.806], [1.896, -4.763, 0.439], [2.801, -4.321, -0.983], [1.034, -4.026, -0.997], [0.999, -1.768, 1.656], [-0.712, 0.895, 5.058], [-1.536, -0.223, 4.458], [-0.528, -1.378, 4.386], [0.746, -0.733, 3.985], [0.707, 0.600, 4.589], [-0.681, 0.841, 6.166], [-1.058, 1.910, 4.758], [-1.785, 0.028, 3.411], [-2.447, -0.418, 5.043], [-0.894, -2.115, 3.667], [-0.292, -1.924, 5.326], [1.052, 1.260, 3.787], [1.370, 0.620, 5.481]],
  "forces_ev_per_a": [[2.4521, -3.2137, 0.6244], [0.2502, -0.7993, 0.2128], [-0.7875, -0.1410, -0.1530], [0.8908, 1.5144, -0.1852], [-1.2044, -1.0328, 0.4375], [1.8089, 3.2702, -0.8572], [-1.6082, -0.0159, -0.8835], [0.9450, -0.3537, 0.0944], [-1.4564, -0.9363, 0.3648], [0.1930, 0.4157, 0.0359], [1.0137, -0.0322, -0.9187], [-1.5831, -0.2960, 0.1833], [1.9309, 2.1569, 1.1195], [0.0439, 0.1313, 0.0331], [0.3375, 0.0518, -0.1030], [-0.8797, -1.0427, 0.4260], [0.5122, 0.2825, 0.6198], [0.1562, 0.0780, 0.1345], [-0.0735, -0.2138, 0.0108], [-0.0740, 0.0947, 0.4563], [-0.0016, 0.1437, -1.0699], [0.7632, -0.8094, -0.7647], [-0.6860, 0.0860, 0.3866], [1.1389, 0.3539, 0.0781], [0.7277, -0.5856, -0.7992], [-0.3718, -0.7503, -0.3361], [-0.6381, -0.1479, 0.5698], [2.0754, 1.1783, -0.0760], [-1.2868, -0.0790, 0.8421], [-0.2516, 2.1273, 0.3358], [-1.4160, -0.6474, 0.4230], [1.6369, 0.3080, -0.4893], [-3.6631, -1.4718, 0.3068], [-0.1735, -0.1081, 0.3956], [0.3609, 0.5868, -0.4062], [-0.6633, -0.0611, 0.1987], [-0.6924, 0.1256, 0.2771], [0.1328, -0.2085, -0.2332], [0.7575, -0.3486, -0.4343], [-0.0910, -0.4464, -0.0503], [0.0620, -0.0268, -0.0642], [0.5492, -0.6219, 0.6035], [0.2678, -0.1205, -0.2813], [0.1778, 0.3711, -0.7146], [0.2346, 0.4785, 0.7243], [3.1190, -2.0500, 1.9682], [-2.1886, 0.4187, -0.0234], [-1.6365, 1.4081, -1.4420], [-0.4191, 0.5560, -0.7753], [0.1377, -0.1223, -0.3229], [-0.7021, 0.4146, 0.2080], [-0.3748, 0.3588, 0.0206], [-0.3764, 0.4034, 0.2531], [0.4848, -0.1016, 0.5401], [0.1078, -0.4728, -1.2531], [0.0675, 0.7382, 0.5850], [0.1896, -0.2464, -0.0422], [0.7041, 0.1081, 0.3098], [-1.7723, -0.0086, 0.3389], [0.7728, -0.5756, -0.2558], [-0.4503, 0.0886, -0.6102], [0.2324, -0.6712, 0.2642], [-0.1709, -0.1140, 0.4482], [0.2759, -0.1498, -0.3473], [0.6495, 0.0471, -0.2334], [-0.5879, 0.5020, -0.2652], [0.1216, 0.1711, 0.3903], [-0.0007, 0.0534, -0.8297]],
  "homo_lumo_gap_ha": [0.2182, 0.1998],
  "homo_ev": [-9.73, -10.81],
  "charge": 1,
  "multiplicity": 6
}


# 2
{
  "formula": "C29H31N4O3Tl",
  "method": "the ωB97M-V functional and the def2-TZVPD basis",
  "symbols": ["Tl", "C", "O", "C", "C", "C", "C", "C", "C", "N", "N", "C", "O", "C", "C", "C", "C", "C", "C", "C", "O", "H", "H", "H", "H", "H", "H", "H", "H", "H", "H", "H", "H", "N", "C", "C", "C", "C", "N", "H", "H", "H", "H", "H", "H", "H", "H", "H", "H", "H", "H", "C", "C", "C", "C", "C", "C", "C", "C", "C", "C", "H", "H", "H", "H", "H", "H", "H"],
  "positions_angstrom": [[0.917, -0.366, 0.095], [1.743, 0.976, 4.457], [0.636, 1.642, 5.043], [-0.297, 2.224, 4.208], [-0.915, 3.347, 4.705], [-1.892, 4.024, 3.963], [-2.195, 3.553, 2.703], [-1.579, 2.419, 2.159], [-2.004, 2.044, 0.815], [-1.438, 1.245, -0.010], [-2.146, 1.120, -1.203], [-1.505, 0.453, -2.137], [-0.354, -0.065, -2.142], [-2.323, 0.278, -3.398], [-3.292, 1.196, -3.793], [-3.967, 1.037, -4.996], [-3.701, -0.055, -5.812], [-2.754, -0.990, -5.412], [-2.064, -0.816, -4.220], [-0.647, 1.650, 2.934], [-0.177, 0.530, 2.565], [2.490, 0.897, 5.252], [2.162, 1.548, 3.625], [1.480, -0.012, 4.085], [-0.628, 3.693, 5.692], [-2.385, 4.901, 4.366], [-2.935, 4.071, 2.099], [-2.919, 2.539, 0.469], [-3.502, 2.029, -3.136], [-4.706, 1.770, -5.303], [-4.219, -0.172, -6.757], [-2.547, -1.851, -6.038], [-1.296, -1.511, -3.904], [0.763, -4.195, 0.333], [-0.570, -4.638, -0.056], [-1.491, -4.745, 1.169], [-2.844, -4.038, 1.033], [-2.885, -2.587, 1.499], [-2.090, -1.708, 0.665], [1.376, -4.057, -0.458], [1.204, -4.835, 0.981], [-0.552, -5.607, -0.581], [-0.976, -3.899, -0.749], [-0.949, -4.334, 2.026], [-1.685, -5.800, 1.384], [-3.591, -4.591, 1.615], [-3.176, -4.078, -0.012], [-2.505, -2.528, 2.523], [-3.948, -2.296, 1.547], [-1.799, -0.881, 1.176], [-2.598, -1.399, -0.154], [6.942, 0.407, 0.635], [5.817, -0.116, 1.313], [4.556, 0.219, 0.900], [4.318, 1.080, -0.206], [2.969, 1.388, -0.594], [2.873, 2.224, -1.693], [3.990, 2.740, -2.391], [5.268, 2.444, -1.997], [5.466, 1.598, -0.881], [6.765, 1.244, -0.431], [7.944, 0.148, 0.963], [5.960, -0.778, 2.160], [3.688, -0.174, 1.417], [1.888, 2.500, -2.065], [3.835, 3.374, -3.262], [6.130, 2.838, -2.527], [7.624, 1.651, -0.957]],
  "forces_ev_per_a": [[0.1271, 0.2418, 0.0585], [0.1587, -0.0056, -0.0215], [-0.1812, -0.2174, 0.0709], [0.0753, 0.2301, 0.1115], [0.0015, 0.0030, -0.0660], [-0.0508, 0.0082, -0.0242], [-0.0114, 0.0084, 0.0281], [-0.0207, -0.0050, 0.0144], [-0.0121, -0.0107, -0.0526], [0.1614, -0.0384, 0.0174], [-0.0950, 0.0952, 0.0062], [0.0283, -0.1222, 0.0309], [-0.0367, 0.0352, 0.0955], [0.0430, -0.0013, -0.0855], [-0.0805, -0.0015, 0.0176], [-0.0134, -0.0209, -0.0055], [0.0334, -0.0187, 0.0048], [-0.0472, 0.0229, -0.0130], [0.0493, 0.0355, 0.0011], [0.0404, -0.1351, -0.1247], [-0.0397, -0.1271, -0.1550], [0.0149, 0.0342, -0.0110], [-0.0073, 0.0234, -0.0158], [-0.0220, 0.0322, -0.0044], [0.0433, -0.0104, -0.0044], [0.0095, 0.0034, 0.0023], [0.0027, -0.0042, -0.0127], [0.0039, 0.0262, -0.0392], [0.0327, 0.0130, -0.0084], [0.0033, 0.0144, 0.0172], [-0.0271, -0.0173, 0.0125], [0.0219, 0.0007, -0.0002], [0.0174, 0.0130, -0.0116], [-0.0064, -0.0410, 0.0989], [0.0588, 0.0387, 0.0011], [-0.0161, 0.0188, -0.0740], [-0.0655, -0.1289, 0.0416], [-0.1626, 0.0598, -0.0487], [-0.0109, -0.2031, 0.1530], [-0.0128, 0.0612, -0.0050], [0.0107, -0.0782, -0.0527], [-0.0930, 0.0147, -0.0569], [0.0747, 0.0697, 0.0566], [-0.0568, 0.0465, 0.0091], [0.1037, -0.0273, 0.0432], [-0.0370, -0.0056, -0.0128], [-0.0115, -0.0406, 0.0100], [0.0478, -0.0256, -0.0208], [0.0078, 0.0616, 0.0609], [0.1126, 0.0643, -0.0763], [0.0275, 0.1110, -0.0124], [-0.0030, 0.0288, -0.0163], [0.0158, 0.0154, -0.0024], [0.0202, -0.0236, 0.0410], [0.0127, 0.0306, 0.0147], [-0.1071, -0.1045, -0.0213], [-0.0929, -0.0192, 0.0249], [0.0515, 0.0145, 0.0143], [-0.0090, -0.0012, -0.0032], [-0.0467, -0.0410, 0.0026], [0.0053, -0.0092, -0.0090], [-0.0024, -0.0069, 0.0047], [-0.0163, -0.0007, 0.0031], [-0.0148, 0.0151, 0.0007], [0.0062, -0.0219, -0.0226], [-0.0129, 0.0231, 0.0201], [-0.0032, -0.0033, -0.0051], [0.0027, 0.0030, 0.0058]],
  "homo_lumo_gap_ha": 0.2027,
  "homo_ev": -0.94,
  "de_lowest_kcal_mol": 5.1,
  "charge": -2
}


# 3
{
  "formula": "C29H32AlN4O15P2Se",
  "method": "the ωB97M-V functional and the def2-TZVPD basis",
  "symbols": ["Al", "O", "P", "O", "O", "O", "P", "O", "O", "O", "H", "H", "O", "C", "O", "C", "C", "C", "C", "C", "C", "N", "O", "O", "H", "H", "H", "H", "O", "C", "O", "C", "C", "C", "C", "C", "C", "N", "O", "O", "H", "H", "H", "H", "C", "C", "C", "C", "N", "C", "Se", "N", "C", "C", "C", "C", "C", "C", "C", "C", "C", "C", "H", "H", "H", "H", "H", "H", "H", "H", "H", "H", "H", "H", "H", "H", "H", "H", "H", "H", "H", "H", "H", "H"],
  "positions_angstrom": [[-0.629, 1.800, -1.380], [-1.309, 3.260, -2.838], [-2.816, 2.801, -2.330], [-3.788, 3.879, -2.406], [-2.431, 2.131, -1.028], [-3.135, 1.652, -3.403], [-2.319, 0.250, -3.360], [-1.818, 0.188, -4.885], [-3.180, -0.883, -3.025], [-1.058, 0.509, -2.530], [-1.258, 3.659, -3.710], [-2.130, -0.637, -5.256], [1.185, 1.888, -2.098], [1.450, 1.074, -1.184], [0.561, 0.612, -0.435], [2.870, 0.732, -0.938], [3.222, -0.325, -0.106], [4.555, -0.567, 0.185], [5.545, 0.236, -0.350], [5.186, 1.274, -1.207], [3.854, 1.531, -1.500], [6.196, 2.109, -1.802], [5.844, 2.938, -2.617], [7.351, 1.937, -1.460], [2.432, -0.947, 0.275], [4.825, -1.375, 0.845], [6.584, 0.061, -0.118], [3.583, 2.347, -2.152], [0.747, 3.609, 1.665], [0.425, 3.883, 0.527], [-0.196, 3.112, -0.289], [0.774, 5.242, -0.048], [0.903, 5.404, -1.423], [1.213, 6.642, -1.945], [1.394, 7.718, -1.082], [1.289, 7.565, 0.298], [0.985, 6.319, 0.809], [1.690, 9.007, -1.634], [1.862, 9.934, -0.866], [1.751, 9.113, -2.844], [0.755, 4.549, -2.062], [1.314, 6.798, -3.007], [1.439, 8.419, 0.942], [0.900, 6.155, 1.872], [-2.611, -6.494, -1.256], [-2.218, -5.052, -0.961], [-3.440, -4.173, -0.712], [-3.077, -2.697, -0.540], [-2.275, -2.462, 0.630], [-0.943, -2.190, 0.648], [0.166, -2.313, -0.760], [-0.575, -1.946, 1.939], [0.704, -1.447, 2.372], [1.840, -2.474, 2.338], [1.600, -3.739, 3.162], [0.660, -4.731, 2.483], [-1.676, -2.081, 2.749], [-1.839, -1.990, 4.121], [-3.104, -2.227, 4.635], [-4.175, -2.540, 3.806], [-4.024, -2.628, 2.432], [-2.759, -2.406, 1.911], [-1.725, -7.099, -1.430], [-3.239, -6.542, -2.143], [-3.166, -6.923, -0.423], [-1.654, -4.649, -1.803], [-1.563, -5.027, -0.087], [-3.973, -4.538, 0.172], [-4.117, -4.244, -1.565], [-3.987, -2.097, -0.459], [-2.535, -2.335, -1.415], [0.578, -1.079, 3.393], [0.957, -0.592, 1.737], [2.728, -1.960, 2.714], [2.034, -2.777, 1.309], [1.213, -3.475, 4.149], [2.567, -4.228, 3.306], [-0.379, -4.433, 2.587], [0.772, -5.720, 2.923], [0.891, -4.797, 1.422], [-1.016, -1.749, 4.775], [-3.254, -2.168, 5.703], [-5.144, -2.726, 4.245], [-4.861, -2.862, 1.794]],
  "forces_ev_per_a": [[0.2507, 0.1276, 0.4230], [-0.1729, -0.1176, 0.5633], [-0.9858, 0.9042, -0.4936], [-0.2237, 0.1539, -0.0604], [0.4128, -0.1440, -0.0858], [-0.0044, -0.1666, 0.1365], [0.5562, -0.0539, -0.2394], [0.0584, 0.1679, 0.2220], [-0.2222, -0.2586, -0.0154], [-0.6097, -0.3095, -0.6715], [0.0298, -0.1045, -0.1251], [-0.1113, -0.3042, -0.2519], [-0.6342, 0.2900, -0.4418], [1.9035, -0.4329, 0.2648], [-0.6646, 0.3254, 0.2402], [0.5093, -0.1292, 0.1330], [-0.0183, 0.2168, -0.1430], [-0.0921, 0.0827, -0.0298], [0.1665, 0.1955, -0.1977], [-1.0327, -0.7168, 0.5249], [0.1984, 0.0204, -0.0810], [0.5856, 0.4441, -0.3118], [0.0001, 0.0480, -0.0295], [0.1315, -0.0567, 0.0602], [-0.0744, -0.1196, 0.0816], [0.0340, -0.1411, 0.0584], [0.0521, 0.0592, -0.0497], [0.0001, 0.0115, -0.0113], [0.0132, 0.0074, 0.2427], [0.1675, 0.0106, -0.0884], [-0.1035, 0.6942, 0.3417], [-0.0027, -0.0491, 0.0627], [-0.0690, -0.0212, 0.2351], [0.1251, 0.3851, -0.0180], [-0.3036, -1.3065, 0.4808], [0.0311, 0.2255, -0.2070], [-0.0287, -0.1825, -0.1747], [0.1745, 0.7659, -0.2735], [0.0368, 0.1668, 0.1523], [0.0236, 0.0360, -0.2200], [-0.0194, -0.0238, -0.0741], [0.0120, -0.0016, -0.0473], [0.0043, -0.0014, -0.0215], [0.0031, -0.0055, 0.0855], [0.1094, 0.1978, 0.0797], [-0.2535, -0.1499, -0.0529], [0.3599, 0.1251, 0.0287], [-0.4518, -0.3358, -0.5943], [0.2996, 0.3206, 0.3860], [0.3793, -0.3569, -0.2245], [0.3516, -0.3889, -0.6138], [-0.5643, 0.1006, -0.2122], [0.7761, 0.0368, -0.1419], [-0.1297, -0.0291, 0.2426], [0.0223, 0.0639, -0.1737], [0.0826, -0.0140, 0.1497], [-0.7169, -0.1616, 0.1584], [0.0831, 0.0154, -0.0966], [0.0001, 0.0012, 0.0541], [-0.0927, -0.0011, 0.1009], [0.1248, 0.0335, -0.1510], [-0.0344, 0.0177, 0.8281], [0.0377, -0.1544, -0.0207], [-0.0926, -0.0696, -0.1142], [-0.0669, -0.1117, 0.0750], [0.0743, 0.0594, 0.0838], [0.0882, 0.0847, -0.0533], [-0.0968, -0.0147, -0.0084], [-0.1099, 0.0000, -0.0307], [0.0974, 0.0748, 0.0343], [-0.0560, 0.0132, 0.1901], [-0.0334, 0.0138, -0.0894], [-0.0716, -0.0412, 0.1143], [0.0426, 0.0507, -0.0164], [0.0146, 0.1116, -0.0199], [0.0651, -0.0201, 0.1485], [-0.0021, 0.0313, 0.1081], [-0.1563, -0.0298, -0.0475], [-0.0628, -0.1192, 0.0227], [-0.0334, -0.0508, -0.1379], [0.0950, 0.0304, 0.0502], [-0.0321, 0.0034, 0.0784], [-0.0789, 0.0204, 0.0120], [-0.0740, -0.0490, -0.0913]],
  "homo_lumo_gap_ha": 0.2372,
  "homo_ev": -5.20,
  "charge": -1
}